{"formula": "C5H5N3", "method": "ωB97M-V/def2-TZVPD", "species": ["N", "N", "N", "C", "C", "C", "C", "C", "H", "H", "H", "H", "H"], "coordinates": [[0.9217, 1.5536, 0.0973], [-0.3800, -0.3193, 0.3833], [5.1071, -0.3541, 0.4921], [-0.6479, 1.0137, 0.3550], [3.0047, 0.4204, -0.5938], [4.0889, -0.0586, 0.0458], [0.7427, -0.7116, -0.3284], [1.7191, 0.6385, -0.2448], [-1.0892, 1.4310, 1.2740], [-1.0385, 1.3976, -0.6032], [1.1313, -1.7388, -0.2388], [-0.7616, -0.8446, 1.1216], [0.6360, -0.8000, -1.4375]], "atomic_forces_ev_per_a": [[-0.88, 1.89, 0.78], [-0.51, -2.14, -0.26], [1.61, -0.66, 0.76], [3.56, 2.38, -1.67], [-0.02, -0.20, -0.95], [-1.14, 0.67, -0.30], [0.98, -1.58, -2.56], [-3.01, -0.71, 1.60], [0.26, -0.11, -0.61], [-0.50, -0.08, 0.58], [-0.05, 0.42, 1.38], [0.20, -0.80, 0.87], [-0.51, 0.92, 0.37]], "nbo_charge": [-0.440, -0.608, -0.214, -0.049, 0.099, 0.115, -0.219, 0.085, 0.213, 0.186, 0.235, 0.403, 0.194], "homo_energy_ev": [-8.9, -8.9], "spin_multiplicity": 1, "charge": 0, "gap_ev": [6.83, 6.81]}

{"formula": "C25H45ClP2Tm", "method": "ωB97M-V/def2-TZVPD", "species": ["Tm", "Cl", "P", "P", "C", "C", "C", "C", "C", "C", "C", "C", "C", "C", "C", "C", "C", "C", "C", "C", "C", "C", "C", "C", "C", "C", "C", "C", "C", "H", "H", "H", "H", "H", "H", "H", "H", "H", "H", "H", "H", "H", "H", "H", "H", "H", "H", "H", "H", "H", "H", "H", "H", "H", "H", "H", "H", "H", "H", "H", "H", "H", "H", "H", "H", "H", "H", "H", "H", "H", "H", "H", "H", "H"], "coordinates": [[2.3130, -0.0606, -0.2981], [-2.5514, -1.0972, 3.4952], [-1.3392, -2.5944, 1.0850], [-2.6127, -0.1578, -1.1580], [-1.4393, -2.8165, -0.7295], [1.9745, 2.8976, 0.0488], [-0.7590, 2.2197, 4.2475], [3.5389, -1.9041, -0.3154], [-0.9926, 3.7389, -0.5840], [1.3338, -1.7571, -2.9771], [-0.4338, 2.3245, 2.8109], [2.5931, 0.3894, -2.4118], [-2.2081, 0.7271, -2.7411], [-1.1272, -4.1626, 1.9170], [2.4435, -2.4994, -0.8673], [-2.6350, -1.4457, 1.7105], [3.9886, -0.2363, -2.3892], [0.8456, 2.1251, 2.2425], [-2.7259, 3.1816, 1.9804], [2.2604, -2.7747, -2.3400], [0.1568, -1.5184, 1.3413], [2.0533, 1.7003, 2.9818], [0.7933, 2.5637, 0.8897], [4.5120, -0.9191, -1.0885], [-0.5343, 3.0274, 0.6334], [1.4422, -0.4101, -2.2439], [-2.3970, -1.9578, -1.5637], [-1.3001, 2.8105, 1.7956], [-4.4298, 0.0021, -1.2679], [-3.6531, -1.6931, 1.4073], [5.4920, -1.3974, -1.2906], [2.8975, 1.4455, 2.3231], [3.8380, -2.0105, 0.7504], [0.2712, -2.0481, -2.9752], [0.8299, -1.7215, 0.4663], [-4.8801, -0.4272, -0.3619], [-0.3038, 1.3261, 4.6931], [-4.8025, -0.5034, -2.1705], [-1.6928, -3.8748, -0.8722], [-3.2157, 2.4923, 2.6880], [-0.2736, 3.6356, -1.4063], [1.5413, -1.6213, -4.0530], [1.7382, 2.8584, -1.0234], [-3.2637, 3.1257, 1.0180], [-1.1329, 4.8173, -0.3833], [-0.3751, 3.1068, 4.7802], [-2.8356, 4.2083, 2.3823], [1.7795, -3.1364, -0.2709], [4.0685, -0.9478, -3.2247], [-4.6565, 1.0770, -1.3182], [0.5035, 0.1546, -2.1985], [-1.1391, 1.0069, -2.7620], [-0.4102, -2.7179, -1.0837], [4.7770, -0.0925, -0.3673], [-2.0509, -4.7540, 1.8875], [2.4117, 2.4872, 3.6683], [4.6870, 0.5909, -2.6114], [-1.8440, 2.1770, 4.4066], [2.5220, 1.3960, -2.8734], [0.6565, -1.8379, 2.2713], [-2.1441, -2.0416, -2.6291], [1.8149, -3.7622, -2.4979], [2.8649, 2.2450, 0.2116], [3.2332, -2.7745, -2.8369], [-2.3610, -0.4761, 1.2787], [-2.4559, 0.0980, -3.6169], [2.3456, 3.9235, 0.2454], [-0.3364, -4.7185, 1.3986], [1.8486, 0.8012, 3.5792], [-3.3933, -2.4036, -1.4781], [-2.8126, 1.6531, -2.7611], [-0.0715, -0.4412, 1.3933], [-1.9545, 3.3353, -0.9378], [-0.8256, -3.9564, 2.9509]], "atomic_forces_ev_per_a": [[-1.06, 5.08, 3.52], [0.07, -0.76, -0.84], [0.64, 2.45, -0.28], [0.64, 1.02, -0.29], [-0.14, -0.55, 0.02], [0.20, 0.54, -0.44], [-0.11, -0.10, 0.48], [1.63, -1.18, 0.26], [-0.27, 0.16, -0.37], [-0.71, 0.91, -0.59], [0.46, -0.42, -1.09], [0.75, 2.29, -0.02], [0.20, -0.24, 0.01], [-0.07, -0.01, 0.11], [0.48, -1.39, -0.64], [-0.01, 0.28, 0.86], [0.30, 0.06, -1.22], [-0.93, 0.06, -0.11], [-0.46, 0.12, 0.04], [-0.22, -0.07, -0.77], [0.36, -0.82, -0.13], [0.34, -0.16, 0.56], [-0.32, -0.68, -0.25], [-0.23, -0.20, 0.36], [0.13, -0.81, 0.53], [-1.53, -2.41, -1.62], [-0.67, -0.17, -0.30], [1.14, 0.26, -0.24], [-0.05, -0.19, 0.07], [0.10, -0.18, 0.22], [-0.60, 0.13, 0.24], [0.07, 0.10, -0.02], [-0.43, -0.29, -0.60], [0.26, -0.31, 0.24], [-0.76, -0.06, 0.79], [-0.13, 0.16, -0.34], [-0.10, 0.14, 0.16], [-0.11, 0.18, 0.28], [-0.01, 0.09, -0.03], [0.00, 0.27, -0.21], [-0.16, 0.10, 0.07], [0.14, -0.16, 0.24], [0.14, 0.03, 0.17], [0.05, 0.11, 0.37], [0.00, -0.34, -0.23], [-0.16, -0.32, 0.07], [-0.10, -0.40, -0.20], [0.55, 0.30, 0.27], [0.29, 0.08, 0.23], [-0.06, -0.39, 0.09], [0.14, 0.05, -0.24], [-0.63, -0.09, -0.12], [0.02, 0.14, 0.11], [-0.09, -0.46, -0.18], [0.19, 0.19, 0.06], [0.08, -0.32, -0.11], [-0.14, -0.52, 0.12], [0.23, -0.02, 0.11], [0.13, -0.73, 0.33], [-0.09, 0.27, -0.31], [0.15, -0.16, 0.25], [0.35, -0.15, 0.26], [0.06, 0.17, 0.05], [-0.17, -0.10, 0.07], [-0.08, -0.31, -0.22], [0.10, 0.40, 0.29], [0.12, -0.44, -0.07], [-0.10, 0.12, 0.13], [0.15, 0.14, 0.14], [0.01, 0.02, -0.02], [0.35, -0.45, -0.03], [-0.33, -0.10, 0.14], [0.13, 0.22, -0.02], [-0.14, -0.17, -0.17]], "lowdin_spin": [1.935, 0.000, 0.000, 0.000, 0.001, 0.000, 0.000, 0.055, 0.000, 0.003, -0.001, -0.022, 0.000, 0.000, 0.035, 0.000, -0.004, 0.000, 0.000, 0.008, 0.005, 0.001, -0.002, 0.004, -0.001, -0.032, 0.000, -0.001, 0.000, 0.000, 0.003, 0.000, 0.006, 0.000, 0.004, 0.000, 0.000, 0.000, 0.000, 0.000, 0.000, 0.000, 0.000, 0.000, 0.000, 0.000, 0.000, 0.002, -0.001, 0.000, -0.001, 0.000, 0.001, 0.000, 0.000, 0.000, 0.000, 0.000, -0.002, 0.001, 0.000, 0.001, 0.000, 0.000, 0.000, 0.000, 0.000, 0.000, 0.000, 0.000, 0.000, 0.000, 0.000, 0.000], "homo_energy_ev": [-8.1, -8.1], "spin_multiplicity": 3, "charge": 1, "gap_ev": [4.67, 4.81], "s2": 2.04}

Please write out number 1 again, unchanged.
{"formula": "C5H5N3", "method": "ωB97M-V/def2-TZVPD", "species": ["N", "N", "N", "C", "C", "C", "C", "C", "H", "H", "H", "H", "H"], "coordinates": [[0.9217, 1.5536, 0.0973], [-0.3800, -0.3193, 0.3833], [5.1071, -0.3541, 0.4921], [-0.6479, 1.0137, 0.3550], [3.0047, 0.4204, -0.5938], [4.0889, -0.0586, 0.0458], [0.7427, -0.7116, -0.3284], [1.7191, 0.6385, -0.2448], [-1.0892, 1.4310, 1.2740], [-1.0385, 1.3976, -0.6032], [1.1313, -1.7388, -0.2388], [-0.7616, -0.8446, 1.1216], [0.6360, -0.8000, -1.4375]], "atomic_forces_ev_per_a": [[-0.88, 1.89, 0.78], [-0.51, -2.14, -0.26], [1.61, -0.66, 0.76], [3.56, 2.38, -1.67], [-0.02, -0.20, -0.95], [-1.14, 0.67, -0.30], [0.98, -1.58, -2.56], [-3.01, -0.71, 1.60], [0.26, -0.11, -0.61], [-0.50, -0.08, 0.58], [-0.05, 0.42, 1.38], [0.20, -0.80, 0.87], [-0.51, 0.92, 0.37]], "nbo_charge": [-0.440, -0.608, -0.214, -0.049, 0.099, 0.115, -0.219, 0.085, 0.213, 0.186, 0.235, 0.403, 0.194], "homo_energy_ev": [-8.9, -8.9], "spin_multiplicity": 1, "charge": 0, "gap_ev": [6.83, 6.81]}

> What is the formula in the first record?

C5H5N3